Formula: C3H3NOS2
Source: OMol25
Level of theory: wB97M-V/def2-TZVPD

XYZ file:
```
10
Properties=species:S:1:pos:R:3:forces:R:3
S 0.431 2.725 -0.799 -0.06 -0.17 0.05
C 0.072 1.231 -0.304 -0.02 -0.11 0.08
C 0.986 0.034 -0.442 0.05 0.37 0.30
O 0.313 -1.149 -0.823 0.18 0.12 -0.36
N -0.502 -1.689 0.150 -0.72 0.30 0.75
C -1.241 -0.864 0.793 0.47 -0.37 -0.38
S -1.414 0.872 0.553 0.27 -0.03 -0.17
H 1.741 0.239 -1.196 -0.11 -0.07 -0.17
H 1.509 -0.116 0.514 -0.13 -0.03 0.02
H -1.894 -1.283 1.553 0.08 -0.03 -0.11
```
Positions in Å, forces in eV/Å.

Computed properties:
Energy relative to the best compared isomer or geometry (same formula, charge and spin)   2.713 eV
SMILES   S=C1CON=CS1